(1)
{
  "formula": "C5H8NO2",
  "method": "ωB97M-V/def2-TZVPD",
  "homo_lumo_gap_ev": 5.914,
  "total_charge": -1,
  "relative_energy_kj_mol": 600.58,
  "mol_weight_g_mol": 114.12,
  "total_energy_ha": -400.3860,
  "largest_force_ev_per_a": 3.89,
  "species": ["C", "C", "C", "C", "C", "N", "O", "O", "H", "H", "H", "H", "H", "H", "H", "H"],
  "xyz": [[1.283, -0.797, 0.892], [1.674, 0.396, -0.686], [-0.994, 0.230, -0.385], [0.424, 0.181, 0.096], [-2.141, -0.554, 0.056], [-0.468, 1.340, 0.477], [-0.093, 2.521, -0.024], [2.428, -0.417, 0.157], [1.346, -0.433, 1.925], [1.131, -1.955, 0.949], [1.762, 0.200, -1.795], [2.054, 1.343, -0.516], [-0.894, 0.287, -1.545], [-2.724, -0.922, -0.900], [-2.918, -0.030, 0.655], [-1.869, -1.390, 0.643]],
  "atomic_forces_ev_per_a": [[-0.681, -0.883, 2.042], [-0.327, 0.566, -2.190], [2.379, 1.466, -2.702], [-1.562, -0.699, -0.171], [-2.908, -0.562, -1.488], [0.322, -1.775, 0.436], [0.032, 0.403, -0.591], [1.210, -2.226, 0.389], [0.194, -0.304, 0.253], [-0.105, 1.822, -0.511], [-0.241, -0.335, 0.916], [0.234, 2.568, -0.192], [-0.567, 0.626, 1.734], [1.050, 0.340, 1.835], [0.689, 0.231, -0.325], [0.282, -1.239, 0.564]]
}

(2)
{
  "formula": "CH3O2S",
  "method": "ωB97M-V/def2-TZVPD",
  "homo_lumo_gap_ev": 6.877,
  "total_charge": -1,
  "relative_energy_kj_mol": 493.11,
  "mol_weight_g_mol": 79.10,
  "total_energy_ha": -588.4548,
  "largest_force_ev_per_a": 5.16,
  "species": ["C", "O", "O", "S", "H", "H", "H"],
  "xyz": [[-0.590, -0.889, -0.217], [-1.099, -2.177, 0.280], [-2.625, 1.343, 0.720], [-2.030, 0.553, -0.492], [-2.000, -1.397, -0.128], [-0.009, -0.345, 0.541], [0.383, -0.968, -0.740]],
  "atomic_forces_ev_per_a": [[2.205, 1.270, 2.538], [-2.425, 3.939, -2.287], [1.269, -0.997, -0.457], [0.086, -1.234, -0.566], [0.721, -2.723, 1.317], [-0.791, 0.066, 1.372], [-1.065, -0.320, -1.918]]
}

(3)
{
  "formula": "C4H3NO",
  "method": "ωB97M-V/def2-TZVPD",
  "homo_lumo_gap_ev": 9.985,
  "relative_energy_kj_mol": 344.23,
  "mol_weight_g_mol": 81.07,
  "total_energy_ha": -284.0420,
  "largest_force_ev_per_a": 1.32,
  "species": ["O", "C", "C", "C", "C", "N", "H", "H", "H"],
  "xyz": [[-1.207, 0.802, -0.502], [-0.923, 0.001, 0.607], [0.358, -0.774, 0.461], [1.140, -1.801, 0.388], [1.687, -0.147, 0.228], [2.540, 0.629, 0.049], [-0.578, 1.534, -0.530], [-1.720, -0.739, 0.687], [-0.885, 0.571, 1.545]],
  "atomic_forces_ev_per_a": [[0.137, 0.173, -0.048], [-0.068, -0.229, 0.249], [0.149, -0.430, -0.037], [-0.408, 0.308, 0.053], [0.970, 0.879, -0.176], [-0.778, -0.668, 0.152], [-0.087, -0.047, -0.051], [0.059, 0.081, 0.013], [0.026, -0.067, -0.155]]
}

(4)
{
  "formula": "C2H4NO",
  "method": "ωB97M-V/def2-TZVPD",
  "homo_lumo_gap_ev": [8.847, 8.845],
  "total_charge": 1,
  "relative_energy_kj_mol": 408.80,
  "mol_weight_g_mol": 58.06,
  "total_energy_ha": -208.1149,
  "smiles": "O=[N+]1CC1",
  "largest_force_ev_per_a": 4.42,
  "species": ["C", "C", "N", "O", "H", "H", "H", "H"],
  "xyz": [[-0.635, -0.712, 0.090], [-0.159, 0.731, -0.084], [0.991, 0.037, 0.098], [2.124, -0.025, -0.036], [-1.087, -1.026, 1.012], [-0.687, -1.487, -0.741], [-0.204, 1.097, -1.098], [-0.342, 1.386, 0.758]],
  "atomic_forces_ev_per_a": [[2.093, -0.699, -0.824], [-1.298, 0.957, -1.120], [-2.118, -3.788, 0.851], [1.530, 0.432, -0.069], [0.315, 0.054, 0.551], [0.189, 1.568, 0.857], [-0.320, 0.971, -0.192], [-0.391, 0.505, -0.053]]
}

(5)
{
  "formula": "C6H15INO2",
  "method": "ωB97M-V/def2-TZVPD",
  "homo_lumo_gap_ev": 8.939,
  "total_charge": 1,
  "relative_energy_kj_mol": 351.28,
  "mol_weight_g_mol": 260.09,
  "total_energy_ha": -740.1477,
  "largest_force_ev_per_a": 5.20,
  "species": ["C", "C", "C", "C", "C", "C", "N", "O", "O", "I", "H", "H", "H", "H", "H", "H", "H", "H", "H", "H", "H", "H", "H", "H", "H"],
  "xyz": [[3.646, 1.040, 0.034], [-1.046, 0.973, -1.693], [2.580, 1.077, 1.193], [1.548, 0.013, 0.950], [-3.054, -1.399, -0.341], [-0.340, 0.740, -0.378], [-3.849, -2.473, 0.421], [-1.004, 0.941, 0.670], [0.858, 0.284, -0.322], [-3.985, 0.582, 0.365], [3.134, 1.299, -0.834], [4.519, 1.751, 0.320], [4.116, 0.090, 0.102], [-1.805, 0.290, -1.851], [-0.302, 0.719, -2.460], [-1.426, 1.905, -1.672], [2.249, 2.119, 1.135], [3.211, 1.039, 2.140], [1.931, -0.897, 0.639], [0.906, -0.160, 1.712], [-3.606, -1.321, -1.423], [-4.779, -2.222, 0.690], [-3.320, -2.654, 1.301], [-4.037, -3.275, -0.242], [-2.176, 1.051, 0.699]],
  "atomic_forces_ev_per_a": [[1.361, 1.303, 3.620], [4.514, -2.572, 0.078], [2.756, 1.116, -0.376], [1.202, 1.562, -1.572], [-1.344, 1.197, -2.490], [-1.951, -0.437, 0.164], [0.172, -0.597, -0.584], [-0.146, 0.300, 1.298], [-0.875, 1.035, -0.644], [-0.635, -0.559, 0.030], [-0.127, 0.192, -1.885], [-1.717, -0.779, -0.854], [0.247, -1.092, -0.800], [-1.656, -1.531, 0.225], [-0.316, 0.836, -0.168], [-1.040, 3.312, -0.399], [-0.888, -0.358, 0.417], [-1.477, -0.593, -0.815], [1.519, -1.824, 0.079], [-2.406, -0.169, 2.248], [1.102, -0.623, 2.418], [-0.871, 0.519, 0.386], [-0.486, -0.608, -1.040], [1.034, 0.528, 1.274], [2.026, -0.156, -0.611]]
}

(6)
{
  "formula": "C23H23AsAuClN5O7S",
  "method": "ωB97M-V/def2-TZVPD",
  "homo_lumo_gap_ev": 6.459,
  "total_charge": 1,
  "relative_energy_kj_mol": 0.00,
  "mol_weight_g_mol": 820.87,
  "total_energy_ha": -4920.0822,
  "largest_force_ev_per_a": 0.23,
  "species": ["Au", "C", "O", "C", "C", "C", "C", "C", "C", "C", "N", "C", "C", "N", "C", "C", "C", "C", "N", "C", "C", "N", "C", "C", "C", "C", "H", "H", "H", "H", "H", "H", "H", "H", "H", "H", "H", "H", "H", "H", "C", "As", "C", "C", "O", "H", "H", "H", "H", "H", "H", "H", "H", "H", "O", "Cl", "O", "O", "O", "O", "S", "N"],
  "xyz": [[1.292, -0.043, -3.431], [-1.066, -0.317, 9.953], [-0.521, 0.764, 9.209], [-0.330, 0.593, 7.888], [-0.628, -0.578, 7.192], [-0.389, -0.643, 5.830], [0.143, 0.441, 5.141], [0.436, 1.609, 5.851], [0.205, 1.688, 7.204], [0.375, 0.323, 3.705], [0.082, -0.728, 2.968], [0.461, -0.397, 1.701], [0.999, 0.875, 1.656], [0.937, 1.323, 2.949], [1.493, 1.477, 0.462], [2.072, 2.755, 0.331], [2.504, 3.184, -0.893], [2.366, 2.354, -2.013], [1.832, 1.157, -1.893], [1.381, 0.703, -0.694], [0.794, -0.604, -0.672], [0.708, -1.256, -1.858], [0.247, -2.492, -1.904], [-0.197, -3.148, -0.753], [-0.162, -2.492, 0.455], [0.351, -1.187, 0.516], [-1.136, 0.033, 10.978], [-0.413, -1.191, 9.911], [-2.062, -0.580, 9.590], [-1.042, -1.436, 7.699], [-0.618, -1.548, 5.284], [0.845, 2.482, 5.355], [0.426, 2.588, 7.761], [1.239, 2.215, 3.297], [2.169, 3.400, 1.195], [2.940, 4.163, -1.025], [2.680, 2.646, -3.006], [0.239, -2.964, -2.878], [-0.566, -4.160, -0.831], [-0.511, -2.961, 1.366], [-2.302, -1.289, -4.162], [-0.922, -1.496, -5.468], [-0.875, -3.335, -5.989], [-1.255, -0.484, -7.050], [0.675, -1.297, -4.857], [-3.150, -1.891, -4.489], [-2.573, -0.241, -4.085], [-1.943, -1.649, -3.201], [-1.763, -3.568, -6.576], [-0.846, -3.967, -5.104], [0.018, -3.502, -6.588], [-2.189, -0.849, -7.478], [-0.436, -0.663, -7.745], [-1.341, 0.568, -6.805], [-2.634, 2.626, -3.121], [-1.332, 2.090, -3.302], [-0.314, 3.102, -3.225], [-1.237, 1.422, -4.602], [-1.060, 1.068, -2.294], [2.276, 2.498, -6.785], [1.499, 1.573, -6.000], [2.132, 1.238, -4.670]],
  "atomic_forces_ev_per_a": [[-0.046, 0.129, 0.076], [0.000, 0.000, 0.000], [0.000, 0.000, -0.005], [0.001, 0.000, 0.003], [-0.002, -0.002, -0.002], [0.000, -0.001, 0.003], [0.002, 0.002, -0.006], [0.001, -0.001, 0.000], [0.000, 0.003, -0.001], [-0.001, 0.011, 0.007], [0.005, 0.001, -0.019], [0.001, 0.009, 0.010], [-0.009, -0.002, -0.003], [0.006, -0.006, 0.006], [0.017, 0.034, 0.039], [-0.019, -0.030, 0.019], [-0.001, -0.010, -0.052], [0.029, 0.059, 0.056], [-0.069, -0.008, -0.045], [0.002, -0.019, -0.039], [0.025, -0.030, -0.016], [0.011, -0.042, -0.015], [0.001, 0.001, 0.021], [-0.002, 0.013, 0.002], [-0.002, -0.001, -0.008], [0.000, 0.001, -0.010], [0.000, -0.001, 0.000], [0.000, 0.000, 0.000], [0.000, 0.000, 0.001], [0.000, 0.000, -0.001], [0.000, 0.000, 0.001], [0.000, 0.001, 0.000], [0.000, 0.000, 0.000], [-0.002, 0.000, 0.002], [0.002, 0.000, -0.001], [0.008, -0.001, 0.002], [-0.019, 0.007, -0.003], [0.014, 0.003, 0.014], [-0.001, -0.001, 0.003], [-0.002, -0.002, -0.002], [-0.094, -0.056, -0.011], [0.003, 0.017, 0.116], [0.006, 0.002, -0.027], [0.042, 0.008, 0.034], [-0.061, 0.014, -0.015], [0.001, -0.031, -0.005], [-0.008, -0.105, -0.025], [-0.016, 0.008, -0.004], [-0.003, -0.010, 0.005], [0.003, 0.001, -0.002], [-0.003, -0.005, -0.004], [0.006, -0.009, 0.014], [-0.002, 0.027, -0.014], [0.006, 0.066, 0.036], [-0.035, -0.011, -0.026], [0.210, 0.070, 0.052], [-0.037, -0.061, 0.000], [0.060, 0.104, -0.152], [-0.117, -0.042, 0.104], [-0.029, 0.061, 0.022], [-0.039, -0.106, -0.034], [0.157, -0.062, -0.102]]
}